# C7H16N

An isolated ion of composition C7H16N and charge +2 in a non-equilibrium geometry (ωB97M-V with the def2-TZVPD basis set, OMol25).

Last column: Mulliken charge in e.
Element x y z (Å)
C  1.81  0.69  1.29  -0.600
C  1.09  0.68  -0.06  -0.890
C  1.05  -0.67  -0.83  -0.699
C  -0.27  -1.42  -0.56  -0.577
C  -1.52  -0.64  -0.86  -0.268
C  -2.66  -0.58  -0.06  0.327
C  -3.94  -0.04  -0.48  -1.113
N  3.26  1.18  1.12  -0.328
H  1.31  1.23  2.08  0.379
H  1.97  -0.31  1.71  0.385
H  0.12  1.18  0.05  0.409
H  1.53  1.49  -0.67  0.560
H  1.87  -1.29  -0.49  0.413
H  1.20  -0.46  -1.89  0.386
H  -0.26  -1.75  0.47  0.339
H  -0.36  -2.25  -1.28  0.388
H  -1.50  -0.24  -1.87  0.338
H  -2.67  -1.07  0.91  0.386
H  -4.26  0.81  0.13  0.369
H  -3.89  0.32  -1.52  0.356
H  -4.70  -0.82  -0.39  0.369
H  3.35  2.16  1.40  0.336
H  3.99  0.72  1.66  0.361
H  3.48  1.08  0.12  0.375

Calculated values
Energy ... -330.36176 a.u.
⟨S²⟩ ... 0.752
HOMO level (spin up / spin down) ... -18.71 / -19.81 eV
Net charge ... +2
Multiplicity ... 2
Frontier orbital gap (spin up / spin down) ... 11.4 / 8.5 eV
Energy relative to the best compared isomer or geometry (same formula, charge and spin) ... 0.618 eV